1.
# C4H9N3

C4H9N3 as an isolated structure at a distorted geometry (the ωB97M-V functional and the def2-TZVPD basis, OMol25).

Element x y z (Å)
C  0.49  0.17  -1.05
C  1.45  -0.65  -1.59
N  0.43  0.64  1.49
C  -0.11  -0.07  0.37
C  -1.53  0.44  0.00
N  -0.11  -1.46  0.74
H  2.16  -0.26  -2.31
H  -2.60  1.60  1.17
H  1.57  -1.68  -1.28
H  -0.63  -2.00  0.05
H  -1.06  0.23  -1.34
H  -0.62  -1.55  1.61
H  0.62  1.61  1.26
N  -1.96  1.57  0.37
H  0.60  1.23  -1.27
H  1.30  0.19  1.78

Values from the calculation:
frontier orbital gap (spin up / spin down) = 7.24 / 7.24 eV
multiplicity = 1
strongest force on any atom = 5.26 eV/Å
energy relative to the best compared isomer or geometry (same formula, charge and spin) = 5.654 eV

2.
# C4H9N3

One molecule with the formula C4H9N3 (the ωB97M-V functional and the def2-TZVPD basis, OMol25).

Element x y z (Å)
H  -0.62  -0.27  1.20
H  0.53  -1.91  0.96
N  -0.07  0.88  -0.43
H  -1.75  -0.26  -0.16
C  0.79  -0.80  -2.06
H  -2.13  2.20  0.43
N  1.05  -1.13  1.39
H  -2.51  1.19  1.68
H  1.15  0.81  0.72
H  0.11  -0.55  -2.86
N  -1.77  1.52  1.09
C  -1.10  0.44  0.41
H  2.56  -0.07  0.36
H  1.54  -1.56  -2.25
C  1.49  -0.31  0.41
C  0.73  -0.18  -0.89

Values from the calculation:
frontier orbital gap = 8.23 eV
multiplicity = 1
strongest force on any atom = 0.59 eV/Å
energy relative to the best compared isomer or geometry (same formula, charge and spin) = 5.547 eV

3.
# C4H9N3

One molecule with the formula C4H9N3 at a distorted geometry (the ωB97M-V functional and the def2-TZVPD basis, OMol25).

Element x y z (Å)
H  1.13  0.77  -1.87
N  1.48  0.11  0.33
H  3.16  0.66  1.18
C  0.15  0.04  0.50
N  2.16  0.70  1.37
H  0.23  -0.52  -2.73
H  -2.30  -1.07  0.04
C  -0.53  -0.12  -0.76
C  -1.89  -0.74  -0.91
H  0.25  0.14  2.47
C  0.40  -0.03  -1.78
H  -1.31  -0.22  1.88
H  1.92  1.69  1.46
N  -0.43  0.26  1.73
H  -1.84  -1.62  -1.56
H  -2.59  -0.03  -1.36

Values from the calculation:
frontier orbital gap (spin up / spin down) = 8.54 / 8.55 eV
multiplicity = 1
strongest force on any atom = 2.68 eV/Å
energy relative to the best compared isomer or geometry (same formula, charge and spin) = 2.713 eV

4.
# C4H9N3

One molecule with the formula C4H9N3 (the ωB97M-V functional and the def2-TZVPD basis, OMol25).

Element x y z (Å)
H  0.25  2.28  0.00
C  -0.78  -0.54  -0.18
H  -1.12  -0.21  -2.83
H  -1.80  -0.42  -0.53
H  1.22  -0.95  -0.98
H  0.69  -1.44  2.66
H  0.62  -0.57  -3.33
H  1.51  -0.74  1.39
N  0.67  -1.23  1.67
C  0.21  -0.68  -1.26
H  -1.43  1.30  1.47
H  0.85  2.00  1.52
N  -0.67  0.81  1.02
C  -0.56  -0.72  1.22
N  0.47  1.57  0.69
C  -0.11  -0.47  -2.54

Values from the calculation:
frontier orbital gap = 7.20 eV
multiplicity = 1
strongest force on any atom = 0.63 eV/Å
energy relative to the best compared isomer or geometry (same formula, charge and spin) = 5.626 eV

5.
# C4H9N3

A 2-piece molecular cluster, C4H9N3 overall at a distorted geometry (the ωB97M-V functional and the def2-TZVPD basis, OMol25).

Element x y z (Å)
H  1.01  -1.28  -1.30
H  1.40  1.57  0.46
N  -1.26  -1.33  0.21
H  -0.18  -2.00  1.86
C  0.46  1.05  0.52
H  0.42  0.47  2.69
H  -1.34  -0.65  -1.89
H  2.03  0.11  -1.22
N  0.87  -0.21  1.32
N  1.00  -0.16  -1.37
C  -0.25  -1.17  1.10
H  -0.44  1.37  -1.34
C  -0.08  0.61  -0.78
H  -0.20  1.46  1.31
H  -2.18  0.44  -0.82
C  -1.27  -0.27  -0.75

Values from the calculation:
frontier orbital gap = 8.49 eV
multiplicity = 1
strongest force on any atom = 4.97 eV/Å
energy relative to the best compared isomer or geometry (same formula, charge and spin) = 5.722 eV

6.
# C4H9N3

One molecule with the formula C4H9N3 at a distorted geometry (the ωB97M-V functional and the def2-TZVPD basis, OMol25).

Element x y z (Å)
C  -0.79  0.26  0.41
H  1.26  -1.63  1.55
H  -1.65  -0.30  0.38
H  -1.60  1.59  -1.33
N  2.30  1.21  0.60
H  -1.70  2.23  0.39
H  -0.54  0.53  1.50
H  -0.25  -1.26  -1.90
H  -0.30  -1.96  1.25
N  0.54  -1.71  0.74
N  0.63  -0.92  -1.54
C  0.40  -0.54  0.03
H  -0.20  2.12  -0.59
C  -1.14  1.50  -0.29
H  1.47  -1.49  -1.50
C  1.56  0.38  0.28

Values from the calculation:
frontier orbital gap = 10.17 eV
multiplicity = 1
strongest force on any atom = 5.65 eV/Å
energy relative to the best compared isomer or geometry (same formula, charge and spin) = 2.160 eV

7.
# C4H9N3

One molecule with the formula C4H9N3 at a distorted geometry (the ωB97M-V functional and the def2-TZVPD basis, OMol25).

Element x y z (Å)
N  -0.26  2.13  -0.11
H  -2.54  -1.52  -0.11
H  0.36  -2.16  0.33
C  0.97  -0.05  -0.03
N  -1.94  -0.77  -0.45
C  -0.09  0.81  0.03
H  0.55  -1.17  1.82
H  2.80  -0.79  -0.55
H  -1.43  -1.12  -1.26
H  -1.61  0.06  1.48
H  -1.17  2.54  -0.26
H  2.38  0.66  -1.32
C  0.33  -1.15  0.75
C  -1.08  -0.20  0.56
N  2.20  0.03  -0.55
H  0.54  2.72  -0.32

Values from the calculation:
frontier orbital gap = 7.43 eV
multiplicity = 1
strongest force on any atom = 3.40 eV/Å
energy relative to the best compared isomer or geometry (same formula, charge and spin) = 2.025 eV

8.
# C4H9N3

One molecule with the formula C4H9N3 at a distorted geometry (the ωB97M-V functional and the def2-TZVPD basis, OMol25).

Element x y z (Å)
H  -0.27  0.99  -1.40
H  1.81  1.57  1.31
H  -3.17  -0.11  0.23
H  -0.76  -2.39  -0.40
H  2.98  0.89  0.18
C  0.41  -0.71  -0.29
N  1.29  -0.25  0.52
H  -1.37  -0.45  -1.49
C  -1.43  0.71  0.42
C  1.91  1.04  0.36
H  1.48  1.69  -0.41
N  0.18  -2.06  -0.33
N  -2.58  0.47  0.83
H  0.81  -2.60  0.24
C  -0.70  0.14  -0.87
H  -0.56  1.08  1.09

Values from the calculation:
frontier orbital gap = 9.79 eV
multiplicity = 1
strongest force on any atom = 3.30 eV/Å
energy relative to the best compared isomer or geometry (same formula, charge and spin) = 1.622 eV

9.
# C4H9N3

One molecule with the formula C4H9N3 (the ωB97M-V functional and the def2-TZVPD basis, OMol25).

Element x y z (Å)
C  -0.56  0.20  1.15
C  1.82  0.63  0.35
H  -1.81  -0.40  -1.05
N  0.03  -0.30  2.18
H  -1.19  -0.50  -2.73
N  -1.66  0.71  0.73
N  0.52  0.17  -0.05
C  0.29  -0.26  -1.23
H  -2.38  0.70  1.45
H  -1.01  -1.87  -1.64
H  1.79  1.71  0.48
C  -1.01  -0.78  -1.69
H  -0.55  -0.28  3.01
H  2.02  0.18  1.33
H  2.59  0.36  -0.37
H  1.12  -0.28  -1.93

Values from the calculation:
frontier orbital gap = 8.12 eV
multiplicity = 1
strongest force on any atom = 0.77 eV/Å
energy relative to the best compared isomer or geometry (same formula, charge and spin) = 2.087 eV

10.
# C4H9N3O

A 2-piece molecular cluster, C4H9N3O overall at a distorted geometry (the ωB97M-V functional and the def2-TZVPD basis, OMol25).

Element x y z (Å)
H  -3.13  -0.82  -0.35
C  -2.25  -1.09  0.24
N  1.76  1.44  1.62
N  2.47  -0.87  1.09
C  0.73  0.32  -1.61
N  -1.04  -0.94  -0.53
O  -0.62  1.17  0.21
H  0.35  -0.12  -2.52
H  1.62  -0.27  -1.35
H  0.83  1.73  1.32
H  -1.00  -1.50  -1.37
H  2.02  1.72  2.56
H  -2.20  -0.41  1.09
C  -0.27  0.21  -0.48
C  2.05  0.21  1.23
H  1.06  1.35  -1.74
H  -2.37  -2.11  0.59

Values from the calculation:
frontier orbital gap = 10.50 eV
multiplicity = 1
strongest force on any atom = 3.15 eV/Å
energy relative to the best compared isomer or geometry (same formula, charge and spin) = 0.882 eV